Computed, not measured: a molecular structure, C30H33AuN4OS3, with ωB97M-V/def2-TZVPD.

```
72
Properties=species:S:1:pos:R:3:forces:R:3
H -1.19477 5.39884 -0.86888 -0.03 -0.06 0.01
H 1.47830 8.93442 0.57758 -0.01 0.00 -0.01
N 0.00584 1.86854 2.02478 -0.11 -0.11 -0.55
C -0.05259 0.96713 3.18875 -0.24 -0.26 0.29
C -3.74800 1.00039 4.08830 -0.01 0.00 0.03
H 1.68550 -7.44560 -0.92340 0.01 0.00 0.03
C -2.14917 -5.23790 -2.07602 0.00 -0.02 0.04
C -1.31345 1.66776 5.24587 0.07 -0.01 -0.08
C -2.49297 1.85043 5.95366 -0.02 0.04 0.07
H -5.46574 -3.25246 -2.09777 -0.01 -0.02 -0.01
C 2.06481 -5.81226 -2.26580 -0.16 -0.29 0.20
C 3.25634 6.18295 -0.27440 0.01 -0.03 0.01
H -0.61272 5.13516 1.51745 0.06 0.01 -0.05
C 0.01434 2.50656 -0.29523 -0.08 0.53 -0.15
C 0.13702 3.29548 2.32828 -0.04 0.38 -0.08
H 1.10425 -5.88202 -0.32987 0.00 -0.01 0.00
H -4.69605 0.73251 3.64151 0.01 -0.01 0.00
N -0.31438 3.73837 0.00220 0.00 -0.47 -0.01
C 0.63462 7.08874 -0.10960 -0.06 -0.01 -0.02
C -0.24144 4.87269 -0.93338 0.20 0.41 -0.19
S 2.11364 -1.79911 -2.17439 -0.02 0.34 0.07
C -2.13008 -3.84705 -2.17502 -0.08 0.23 -0.10
H 1.13179 -5.91074 -2.81147 0.03 0.01 -0.11
N 0.24806 -3.81343 -2.15313 -0.26 -0.18 0.23
S -0.43782 -0.14410 0.39317 0.04 -0.22 -0.65
C -3.35856 -5.90467 -1.99457 0.02 -0.06 0.01
C -3.33266 -3.13476 -2.17641 0.05 -0.03 0.00
H 1.18299 3.60237 2.24005 0.01 -0.08 0.02
C 0.89453 5.79852 -0.55305 0.00 -0.11 0.05
H 4.39202 -4.92950 -1.81274 -0.04 0.02 0.11
H 4.07357 -3.19957 -1.68734 -0.01 -0.10 0.10
H -3.30981 -2.05646 -2.24739 -0.03 -0.01 -0.03
H -4.62569 1.64932 5.93526 0.00 0.03 -0.01
H 3.88151 -3.05492 -4.18754 0.01 -0.02 -0.04
H 2.83516 -6.26374 -0.28718 -0.01 -0.04 0.02
C 1.91450 -6.38283 -0.85956 0.04 0.13 -0.10
H 3.80790 8.13162 0.43384 0.00 0.00 0.00
H 0.79384 1.22115 3.82687 0.06 0.01 -0.05
C 2.21136 5.34794 -0.63299 -0.06 -0.01 -0.01
H -5.49535 -5.72242 -1.96949 0.01 0.00 0.03
H -1.78602 3.80209 1.50335 0.00 0.03 -0.06
C 3.87369 -4.09533 -2.28201 0.23 0.13 -0.28
C 4.38232 -3.89681 -3.70867 -0.08 -0.03 0.12
H -0.36329 1.92129 5.70299 -0.01 0.00 0.02
H -0.11877 4.49343 -1.94465 -0.08 -0.07 0.03
H -2.60792 0.37929 2.39060 -0.01 -0.02 -0.07
C -4.53771 -3.80791 -2.09203 0.00 0.04 0.00
C -4.55193 -5.19460 -2.01219 0.02 0.03 -0.01
H 4.21635 -4.79023 -4.30989 0.01 0.01 -0.02
H 2.84401 -6.34300 -2.81140 0.01 0.08 -0.06
C -2.57127 0.81071 3.38356 0.10 -0.01 -0.02
H 2.42000 4.34801 -0.99809 0.04 0.00 0.00
S 0.66344 2.11313 -1.81365 0.05 -0.53 -0.29
C -1.34554 1.14411 3.95865 0.03 0.11 -0.07
H -0.19668 3.45892 3.35058 -0.03 -0.07 0.01
H 0.06849 -0.05857 2.84198 0.06 0.05 -0.03
C -0.85641 -3.10663 -2.31154 0.27 -0.42 -0.01
C 1.68369 7.92653 0.24317 0.06 0.04 0.03
N 2.44304 -4.39386 -2.23557 -0.17 0.29 -0.04
O -0.95730 -1.86990 -2.62012 0.12 0.44 0.06
H 4.27705 5.83183 -0.34664 0.00 0.01 -0.01
H -2.45932 2.25442 6.95653 0.00 -0.02 0.00
H -1.22038 -5.78938 -2.06553 0.01 0.02 -0.03
C -0.73309 4.06529 1.36757 -0.04 -0.07 0.36
C 1.51611 -3.44901 -2.20040 0.11 -0.11 -0.14
C 2.99238 7.47465 0.16374 -0.04 0.02 0.00
C -3.70854 1.51849 5.37717 0.01 -0.02 0.00
H -3.37120 -6.98387 -1.92305 -0.01 0.01 -0.01
H 5.45155 -3.69009 -3.68908 0.00 -0.02 -0.01
H -0.38543 7.45342 -0.05648 0.00 -0.01 0.00
Au 0.18030 -0.19712 -2.09996 -0.21 0.09 0.72
C -0.13227 1.47330 0.78012 0.20 0.03 0.74
```
Forces are in eV/Å.

Properties
Total energy = -2786.95370 Ha
2S+1 = 3
Net charge = +2
Molar mass = 758.79 g/mol
<S²> = 2.015
HOMO (spin up / spin down) = -13.7 / -13.7 eV